Entry 1:
Below is the molecule C18H22N4O3S in a non-equilibrium geometry, with properties calculated with ωB97M-V with the def2-TZVPD basis set.

Structure (ORCA input):
```
! RIJCOSX wB97M-V def2-TZVPD def2/J DEFGRID3
* xyz 0 1
C -1.136 2.043 -3.346
C -1.396 1.018 -2.249
C -1.844 1.648 -0.929
C -0.718 2.381 -0.193
N 0.215 1.469 0.415
C 1.441 1.132 -0.078
N 2.047 0.294 0.724
N 1.225 0.053 1.752
C 0.124 0.743 1.581
C -0.973 0.684 2.509
C -0.972 -0.114 3.636
O -2.133 0.023 4.295
C -2.891 0.902 3.614
C -2.239 1.344 2.510
H -2.626 2.044 1.800
H -3.861 1.127 4.009
C 0.058 -1.026 4.185
H 0.811 -0.458 4.730
H 0.567 -1.537 3.373
H -0.406 -1.737 4.864
S 2.080 1.753 -1.571
C 3.494 0.627 -1.805
H 4.096 0.647 -0.899
C 2.985 -0.770 -2.149
O 2.726 -1.101 -3.286
N 2.884 -1.576 -1.073
H 2.904 -1.132 -0.154
C 2.168 -2.839 -1.146
C 0.752 -2.653 -0.705
C -0.356 -2.261 -1.397
C -1.400 -2.156 -0.445
C -0.846 -2.489 0.751
O 0.454 -2.789 0.606
H -1.258 -2.548 1.739
H -2.417 -1.879 -0.631
H -0.415 -2.083 -2.451
H 2.669 -3.564 -0.501
H 2.195 -3.170 -2.187
H 4.038 1.044 -2.652
H -1.124 3.025 0.591
H -0.156 3.007 -0.890
H -2.235 0.866 -0.275
H -2.647 2.361 -1.125
H -2.178 0.335 -2.583
H -0.495 0.426 -2.083
H -0.877 1.535 -4.271
H -2.023 2.649 -3.521
H -0.310 2.700 -3.087
*
```

Properties
Total energy: -41960.8153 eV
SMILES: CCCCn1c(SCC(=O)NCc2ccco2)nnc1-c1ccoc1C
Frontier orbital gap: 8.64 eV
Energy relative to the best compared isomer or geometry (same formula, charge and spin): 2.2407 eV

These are the Mulliken partial charges, in e, on atoms 1 to 2: number 1, C, carries -1.549; number 2, C, carries 0.452

Entry 2:
Below is the molecule C18H22N4O4S in a non-equilibrium geometry, with properties calculated with ωB97M-V with the def2-TZVPD basis set.

Structure (ORCA input):
```
! RIJCOSX wB97M-V def2-TZVPD def2/J DEFGRID3
* xyz 0 1
C 0.142 -4.397 -1.194
H -0.403 -5.189 -0.685
C 1.292 -3.898 -0.330
C 0.815 -3.320 0.991
H 1.652 -3.025 1.621
H 0.171 -4.020 1.522
S -0.204 -1.823 0.773
C 1.043 -0.682 0.409
N 2.339 -0.960 0.405
C 2.937 0.205 0.077
C 1.994 1.203 -0.130
N 0.771 0.597 0.073
C -0.501 1.260 0.085
H -0.511 1.999 -0.718
H -1.277 0.506 -0.076
C -0.706 1.969 1.442
O -0.527 1.072 2.504
H -1.322 0.524 2.566
H 0.066 2.738 1.553
C -2.094 2.630 1.525
O -3.111 1.651 1.518
C -3.736 1.270 0.361
C -4.582 0.168 0.495
C -5.290 -0.306 -0.590
C -5.168 0.309 -1.826
C -4.333 1.402 -1.960
C -3.615 1.886 -0.878
H -2.973 2.741 -1.023
H -4.232 1.891 -2.917
H -5.721 -0.061 -2.676
H -5.939 -1.161 -0.470
H -4.667 -0.297 1.464
H -2.178 3.125 2.498
H -2.216 3.378 0.740
C 2.357 2.537 -0.480
O 1.634 3.494 -0.678
N 3.746 2.637 -0.579
C 4.725 1.678 -0.390
O 5.898 1.941 -0.520
N 4.275 0.420 -0.051
C 5.213 -0.656 0.178
H 5.030 -1.463 -0.532
H 6.215 -0.255 0.044
H 5.090 -1.041 1.190
H 4.105 3.553 -0.823
H 1.971 -4.725 -0.106
H 1.862 -3.135 -0.862
H -0.553 -3.587 -1.407
H 0.516 -4.787 -2.136
*
```

Properties
Total energy: -44010.5074 eV
SMILES: CCCSc1nc2c(c(=O)[nH]c(=O)n2C)n1C[C@H](O)COc1ccccc1
Frontier orbital gap: 8.55 eV
Energy relative to the best compared isomer or geometry (same formula, charge and spin): 0.2288 eV

These are the Mulliken partial charges, in e, on atoms 1 to 2: number 1, C, carries -1.221; number 2, H, carries 0.307

Entry 3:
Below is the molecule C18H22N8O3, with properties calculated with ωB97M-V with the def2-TZVPD basis set.

Structure (ORCA input):
```
! RIJCOSX wB97M-V def2-TZVPD def2/J DEFGRID3
* xyz 0 1
C 0.952 1.765 -0.187
C 0.734 0.254 -0.173
C -0.005 -0.130 1.124
O 0.667 0.265 2.288
C -0.190 -0.208 -1.310
N 0.106 0.189 -2.690
C 1.274 0.448 -3.301
O 2.353 0.665 -2.762
C 1.198 0.430 -4.798
C 2.363 0.336 -5.475
N 2.281 0.267 -6.842
C 3.193 0.158 -7.848
N 2.578 0.137 -9.002
N 1.239 0.227 -8.790
C 1.065 0.303 -7.492
C -0.109 0.380 -6.687
N -0.045 0.429 -5.397
N 2.028 -0.434 -0.309
C 2.647 -1.337 0.468
O 2.270 -1.743 1.563
C 3.951 -1.909 -0.101
C 4.438 -1.388 -1.408
C 4.246 -1.829 -2.686
N 4.868 -1.002 -3.591
C 5.430 -0.072 -2.863
N 5.199 -0.241 -1.536
C 5.789 0.529 -0.479
C 5.762 2.023 -0.592
C 4.912 1.333 0.434
H -0.011 2.278 -0.234
H 1.448 2.062 0.736
H 1.554 2.071 -1.040
H -0.962 0.397 1.110
H -0.207 -1.205 1.127
H 1.348 -0.419 2.421
H -0.244 -1.300 -1.268
H -1.189 0.177 -1.099
H -0.659 0.073 -3.342
H 3.330 0.266 -4.996
H 4.255 0.096 -7.686
H -1.079 0.383 -7.170
H 2.488 -0.193 -1.184
H 4.698 -1.784 0.685
H 3.782 -2.984 -0.185
H 3.690 -2.698 -3.002
H 6.018 0.754 -3.231
H 6.673 0.077 -0.048
H 6.639 2.565 -0.271
H 5.249 2.439 -1.448
H 3.848 1.305 0.252
H 5.201 1.389 1.474
*
```

Properties
Total energy: -37086.3838 eV
SMILES: C[C@@](CO)(CNC(=O)c1cn2cnnc2cn1)NC(=O)Cc1cncn1C1CC1
Frontier orbital gap: 8.60 eV
Energy relative to the best compared isomer or geometry (same formula, charge and spin): 0.3419 eV

These are the Mulliken partial charges, in e, on atoms 1 to 2: number 1, C, carries -1.775; number 2, C, carries 1.577

Entry 4:
Below is an isolated ion of composition C18H22NO3 and charge +1 in a non-equilibrium geometry, with properties calculated with ωB97M-V with the def2-TZVPD basis set.

Structure (ORCA input):
```
! RIJCOSX wB97M-V def2-TZVPD def2/J DEFGRID3
* xyz 1 1
C -1.904 0.640 2.421
O -0.968 -0.052 1.651
C -0.785 0.067 0.323
C -1.220 -1.117 -0.428
C -1.778 -1.013 -1.711
C -2.025 -2.137 -2.483
C -1.719 -3.426 -2.005
C -1.848 -4.581 -2.977
C -1.243 -3.554 -0.674
C -0.988 -2.413 0.096
H -1.693 0.329 3.439
H -1.722 1.697 2.357
H -2.895 0.358 2.121
H -0.920 1.023 -0.176
H -2.006 0.005 -2.034
H -2.484 -1.943 -3.470
H -1.522 -5.545 -2.560
H -2.868 -4.660 -3.398
H -1.200 -4.378 -3.850
H -1.069 -4.551 -0.249
H -0.610 -2.500 1.114
C 1.822 1.787 4.967
C 1.011 2.074 3.712
O 1.380 1.130 2.650
C 0.870 1.546 1.455
C 0.972 0.448 0.379
N 1.457 1.109 -0.831
C 0.748 2.216 -1.295
C 0.967 2.712 -2.577
C 1.907 2.132 -3.466
C 2.587 0.995 -2.958
C 2.352 0.491 -1.678
O 0.238 2.614 1.380
H 1.459 2.373 5.847
H 1.804 0.706 5.213
H 2.843 2.132 4.731
H -0.071 2.002 3.873
H 1.208 3.088 3.364
H 1.660 -0.377 0.641
H -0.034 2.610 -0.645
H 0.305 3.541 -2.853
H 1.993 2.459 -4.507
H 3.238 0.423 -3.607
H 2.752 -0.459 -1.304
*
```

Properties
Total energy: -26647.5053 eV
SMILES: CCOC(=O)[C@@H]([C@H](OC)c1ccc(C)cc1)[n+]1ccccc1
Frontier orbital gap: 7.33 eV
Energy relative to the best compared isomer or geometry (same formula, charge and spin): 1.7850 eV

These are the Mulliken partial charges, in e, on atoms 1 to 2: number 1, C, carries -0.909; number 2, O, carries -0.329

Entry 5:
Below is a 2-piece molecular cluster, C18H23BrCl2N2O2 overall in a non-equilibrium geometry, with properties calculated with ωB97M-V with the def2-TZVPD basis set.

Structure (ORCA input):
```
! RIJCOSX wB97M-V def2-TZVPD def2/J DEFGRID3
* xyz 0 1
C 5.340 -2.827 -2.079
C 6.359 -1.716 -1.813
Cl 7.758 -1.941 -2.911
C 5.805 -0.291 -1.897
Cl 6.964 0.767 -0.975
N 4.493 -0.169 -1.351
C 3.414 -0.153 -2.235
C 2.148 -0.081 -1.770
C 1.864 -0.032 -0.375
C 0.503 0.000 0.070
C -0.055 -1.159 0.664
C -1.351 -1.192 1.066
N -2.147 -0.093 0.904
C -3.547 -0.144 1.316
C -4.446 -0.845 0.305
C -4.458 -2.385 0.400
Br -4.028 -3.173 -1.344
C -1.641 1.036 0.362
C -0.358 1.118 -0.065
C 2.995 -0.012 0.498
C 4.249 -0.077 0.003
H 4.315 -2.540 -1.862
H 5.575 -3.652 -1.412
H 5.398 -3.219 -3.088
H 6.752 -1.869 -0.815
H 5.841 0.107 -2.903
H 3.634 -0.205 -3.285
H 1.341 -0.070 -2.485
H 0.560 -2.034 0.789
H -1.750 -2.096 1.487
H -3.652 -0.515 2.334
H -3.852 0.898 1.349
H -5.474 -0.502 0.366
H -4.080 -0.568 -0.679
H -5.460 -2.738 0.603
H -3.794 -2.789 1.152
H -2.273 1.907 0.269
H 0.017 2.020 -0.514
H 2.849 0.055 1.562
H 5.066 -0.054 0.700
O -3.888 3.067 1.432
C -4.851 3.870 1.402
C -5.502 3.999 3.094
O -6.466 4.781 3.029
H -5.748 3.596 0.816
H -4.648 4.924 1.143
H -4.591 4.302 3.646
H -5.683 2.933 3.339
*
```

Properties
Total energy: -121194.4200 eV
Frontier orbital gap: 1.91 eV

These are the Mulliken partial charges, in e, on atoms 1 to 2: number 1, C, carries -1.166; number 2, C, carries 0.265